C18H19FN2 | ωB97M-V with the def2-TZVPD basis set

```
40
Properties=species:S:1:pos:R:3:forces:R:3
F -0.17926 -3.89350 3.61010 0.2 0.1 0.5
N 0.70068 0.22455 -0.68538 -0.9 -1.5 0.8
C 0.02512 -0.82750 -0.25489 1.6 2.4 0.3
C -1.62759 -3.58143 -3.11719 -0.3 -0.7 -0.3
C -0.71871 -2.60397 -3.47475 0.7 0.2 -1.1
C -2.06922 -3.62448 -1.80520 0.4 0.4 -0.9
C 0.11135 -1.51778 4.00287 -0.2 -0.8 1.0
C -0.21531 -1.67188 -2.58850 0.2 -0.1 0.2
C -1.55809 -2.68946 -0.93425 -0.1 -0.1 1.0
C -0.05575 -2.44111 1.77446 0.1 1.2 0.3
C 0.20814 -0.21536 3.51420 0.0 -0.8 -1.2
C -0.02498 -2.63899 3.17164 -0.1 1.8 -2.2
C -0.61333 -1.71831 -1.25138 0.1 -0.2 -0.5
C -0.00456 -1.10418 1.22849 0.3 -1.5 0.9
C 0.18130 -0.01941 2.10710 -0.4 0.4 0.7
N 0.83097 3.36358 -0.77568 0.5 0.6 -0.4
C 0.34164 4.43047 0.12513 -0.2 -0.9 -0.4
C -0.06505 2.96854 -1.88211 0.6 -0.5 1.3
C 0.36868 1.34394 1.46178 0.1 -1.1 0.0
C 1.85401 2.42244 -0.28349 -0.8 0.5 -0.7
C 1.36280 1.10693 0.32492 -0.8 -0.3 -0.3
H -1.95957 -4.34397 -3.83710 0.2 0.5 0.3
H -0.29188 -2.56903 -4.48403 -0.4 -0.2 0.3
H -2.76562 -4.37142 -1.46695 -0.1 -0.1 0.1
H 0.13117 -1.68657 5.08698 0.0 0.1 -0.4
H 0.55236 -0.97922 -2.92659 -0.2 0.0 0.2
H -1.89059 -2.81941 0.06988 -0.2 0.4 0.7
H -0.07881 -3.30240 1.10857 -0.1 0.2 0.3
H 0.31977 0.60328 4.23771 0.0 -0.3 -0.6
H -0.50283 4.04139 0.73372 0.3 0.4 0.1
H -0.04319 5.33125 -0.41601 0.4 -0.8 0.1
H 1.16350 4.75322 0.79025 -0.4 -0.2 -0.3
H -0.87788 2.34695 -1.48913 -0.3 0.0 -0.2
H -0.47368 3.85198 -2.35327 -0.1 0.3 -0.1
H 0.44677 2.34362 -2.62474 0.1 0.3 0.2
H 0.75480 2.06405 2.15920 0.1 0.3 0.5
H -0.59242 1.71171 1.07740 0.2 0.0 -0.1
H 2.44281 2.96615 0.45462 0.0 -0.1 0.2
H 2.55960 2.18887 -1.08755 -0.2 -0.1 -0.2
H 2.25283 0.55647 0.69916 -0.3 0.2 0.0
```
Forces are in eV/Å.

M (g/mol): 282.36
Orbital gap (eV): 7.8
SMILES: CN(C)C[C@H]1Cc2ccc(F)cc2C(c2ccccc2)=N1
Energy above the lowest of the compared OMol25 structures with the same formula, charge and spin (kJ/mol): 0.0

=====

C18H19FeIN2Se | ωB97M-V with the def2-TZVPD basis set

```
42
Properties=species:S:1:pos:R:3:forces:R:3
C 0.14605 1.09345 3.14861 2.5 -1.1 3.9
C -1.58715 2.24807 0.88599 -0.9 1.4 -0.7
H -0.50187 0.63029 3.92230 0.8 0.6 -0.1
H -0.09102 2.14265 2.89541 0.6 0.5 1.0
H 1.22003 0.77395 3.08283 -1.0 0.7 0.7
H -2.08373 1.57166 0.12842 0.3 1.6 0.9
H -2.06823 2.45881 1.84096 -0.4 0.7 -0.3
H -0.64925 2.80781 0.66299 -1.1 0.3 -0.2
C -0.69749 -2.81664 -0.29764 -0.6 -0.3 -1.0
C -1.22158 -3.95225 -0.93410 0.0 0.7 0.1
C -2.08126 -3.75255 -2.01465 0.0 0.1 -0.1
C -2.34542 -2.45687 -2.44327 0.1 0.9 0.0
H -0.09807 -2.90644 0.59677 0.2 0.0 0.1
H -0.95507 -4.93651 -0.57314 -0.1 0.0 0.0
H -2.54608 -4.59052 -2.53520 0.2 0.2 0.2
H -3.00443 -2.22131 -3.28893 0.2 -0.5 0.5
N -0.92794 -1.58387 -0.73371 -0.6 0.3 -0.5
C -1.72473 -1.36756 -1.78909 -0.1 -1.2 0.1
C -1.90675 0.03293 -2.29574 0.0 1.2 -0.8
N -1.70074 1.07571 -1.48894 0.7 -1.1 -0.2
C -1.62420 2.32798 -1.92422 -0.4 -0.6 -0.6
C -2.18974 1.61528 -4.11450 -0.1 -0.3 0.1
C -1.88440 2.65659 -3.23888 0.1 0.0 -0.2
H -1.37236 3.07349 -1.17682 -0.2 0.0 -0.3
H -1.84545 3.70507 -3.53062 0.0 -0.3 -0.2
C -2.20380 0.30011 -3.64937 0.1 -0.7 0.2
H -2.41920 -0.56969 -4.28953 0.2 0.8 0.0
H -2.40304 1.80903 -5.15875 0.0 0.0 0.0
Fe -0.63869 0.89583 1.63049 -0.1 -3.4 -3.2
I -2.48496 -0.66790 1.91763 -1.0 -0.8 0.8
Se 1.09918 0.42663 0.14834 0.4 0.3 -0.7
C 2.68363 0.21519 1.15136 1.4 0.0 0.6
C 3.14137 -1.08113 1.48467 -0.3 0.7 0.4
C 4.09942 -1.24589 2.48542 0.4 0.4 -0.1
C 4.70648 -0.12485 3.07876 -0.5 0.0 -0.2
C 4.32669 1.16206 2.67153 0.4 -0.2 -0.1
C 3.38524 1.33640 1.65406 -0.5 -0.8 0.4
H 2.69840 -1.94168 0.98780 -0.1 0.1 0.3
H 4.37436 -2.24881 2.81644 0.0 0.3 -0.2
H 5.47246 -0.25768 3.84611 -0.3 0.1 -0.2
H 4.76722 2.03768 3.15788 0.0 -0.3 -0.3
H 3.13613 2.32551 1.28231 -0.1 -0.1 0.2
```
Forces are in eV/Å.

M (g/mol): 525.07
Expectation value of S²: 6.07
Orbital gap (alpha / beta) (eV): 5.8 / 7.5
Energy above the lowest of the compared OMol25 structures with the same formula, charge and spin (kJ/mol): 645.1
Multiplicity: 5

=====

C18H19N3O2Pt | ωB97M-V with the def2-TZVPD basis set

```
43
Properties=species:S:1:pos:R:3:forces:R:3
Pt -0.03513 0.61425 0.28568 -1.0 -0.2 0.3
C -0.59408 4.72667 -0.53459 0.1 0.0 0.0
C -0.44230 3.26494 -0.70633 0.4 -0.1 0.1
O -0.01715 2.59658 0.26061 -0.7 0.3 0.1
C -0.74836 2.69649 -2.02216 -0.2 -0.2 -0.1
C -0.65794 1.42793 -2.47021 0.0 0.2 -0.2
C -1.03830 1.02409 -3.85117 0.1 0.0 0.0
N -0.21037 0.39040 -1.59582 0.6 -0.4 -0.6
N -0.27381 -0.79097 -2.06024 -0.4 0.6 -0.2
C -0.02457 -1.74971 -1.08022 0.5 -0.4 0.4
O 0.15188 -1.36679 0.12676 -0.4 -0.1 -0.3
C -0.00647 -3.11907 -1.46476 0.0 0.1 0.0
C 0.31435 -4.09941 -0.50317 0.0 -0.1 0.0
C 0.26804 -5.42802 -0.85054 0.0 0.0 0.0
C -0.09403 -5.79069 -2.14990 0.0 0.0 0.0
C -0.40230 -4.83042 -3.11017 0.0 0.0 0.0
C -0.35459 -3.49465 -2.77919 0.0 0.0 0.0
H -0.32919 5.03001 0.47328 0.0 0.0 0.0
H -1.63104 4.99930 -0.75327 0.0 0.0 0.0
H 0.02823 5.25148 -1.26462 0.0 0.0 0.0
H -1.09403 3.42427 -2.74483 0.0 0.0 0.0
H -1.38508 1.89057 -4.40648 0.0 0.0 0.0
H -1.82917 0.27429 -3.81903 0.0 0.0 0.0
H -0.18937 0.57877 -4.37168 0.0 0.0 0.0
H 0.60592 -3.79905 0.49346 0.0 0.0 0.0
H 0.51002 -6.19067 -0.12408 0.0 0.0 0.0
H -0.13030 -6.83896 -2.41677 0.0 0.0 0.0
H -0.67972 -5.13278 -4.10985 0.0 0.0 0.0
H -0.58780 -2.73953 -3.51533 0.0 0.0 0.0
N -0.94243 0.49557 2.21216 1.2 0.0 0.1
C 0.13382 0.95425 3.09850 0.0 0.0 0.3
C 1.39002 0.36946 2.96499 0.0 0.0 0.1
C 2.43493 0.82617 3.75767 0.0 0.0 0.0
C 2.21916 1.84595 4.67170 0.0 0.0 0.0
C 0.96076 2.42288 4.78683 0.0 0.0 0.0
C -0.09138 1.98050 3.99951 0.0 0.0 -0.1
H -1.79188 1.03605 2.34142 0.0 0.0 -0.1
H -1.14907 -0.48808 2.37455 -0.1 0.1 0.1
H 1.55438 -0.46547 2.29072 0.0 0.0 0.0
H 3.41218 0.37265 3.66670 0.0 0.0 0.0
H 3.02748 2.18515 5.30426 0.0 0.0 0.0
H 0.79277 3.21843 5.49979 0.0 0.0 0.0
H -1.07408 2.42715 4.09584 0.0 0.0 0.0
```
Forces are in eV/Å.

M (g/mol): 504.45
Orbital gap (eV): 5.2
Energy above the lowest of the compared OMol25 structures with the same formula, charge and spin (kJ/mol): 76.3
Net charge: +2

=====

C18H19N3O5S | ωB97M-V with the def2-TZVPD basis set

```
46
Properties=species:S:1:pos:R:3:forces:R:3
O 5.35597 3.44797 0.24043 0.1 0.2 0.0
C 4.66764 2.48055 0.02001 0.0 0.1 -0.3
N 4.16328 1.72491 1.04427 0.1 0.0 0.6
C 3.36701 0.60092 0.89945 -0.3 -0.5 -0.2
C 2.64267 0.10445 1.98110 0.0 0.0 -0.1
C 1.85518 -1.02165 1.82496 0.1 0.0 0.1
C 1.80091 -1.64432 0.59310 -0.5 -0.7 -0.1
C 2.52346 -1.16701 -0.48532 0.1 0.1 0.0
C 3.31937 -0.04448 -0.34400 -0.1 0.0 0.1
C 4.17241 0.50134 -1.45038 0.0 0.1 0.0
C 4.24023 2.02310 -1.35763 0.1 0.0 -0.1
H 4.93094 2.43751 -2.09150 0.0 0.1 0.1
H 3.25125 2.45258 -1.54532 0.0 0.0 0.0
H 3.78010 0.19644 -2.42081 0.0 0.0 0.0
H 5.18112 0.08607 -1.35418 0.0 0.0 -0.1
H 2.47449 -1.70082 -1.42131 0.1 0.0 -0.2
S 0.70929 -3.04191 0.35861 -0.2 0.2 0.0
O 1.17465 -3.81967 -0.74890 0.1 0.3 -0.2
O 0.47819 -3.67864 1.62021 0.0 0.3 0.2
N -0.74063 -2.35503 -0.10656 0.7 -0.7 0.2
C -1.45608 -1.62762 0.91190 -0.4 0.1 0.5
H -1.40893 -2.22185 1.82434 -0.1 0.1 0.1
C -2.90826 -1.43523 0.45525 0.3 0.0 0.5
N -2.91836 -0.74875 -0.81562 -0.1 -0.1 -0.2
C -3.12807 0.57971 -1.02458 -0.1 -0.3 -0.2
O -2.76446 1.12786 -2.05529 0.0 0.2 0.1
C -3.86813 1.37428 -0.02874 0.1 1.3 -0.3
C -4.01698 2.73977 -0.05541 0.2 -0.9 -0.1
C -4.84861 3.07424 1.03284 -0.2 -0.4 0.3
C -5.15592 1.89501 1.64100 -0.1 0.8 0.1
O -4.57060 0.86541 1.01354 0.0 -0.4 0.0
H -5.76051 1.66420 2.49618 -0.1 -0.1 0.1
H -5.17605 4.05196 1.31967 -0.1 0.2 0.1
H -3.57882 3.39964 -0.77477 0.1 0.1 -0.2
C -2.19337 -1.48616 -1.83291 0.3 0.1 -0.3
H -2.22874 -0.91140 -2.75911 0.0 -0.2 0.1
C -0.74399 -1.69508 -1.39092 -0.1 0.1 -0.6
H -0.21214 -2.34263 -2.08730 -0.1 0.1 -0.1
H -0.23890 -0.71721 -1.33748 0.0 0.0 0.0
H -2.67957 -2.45527 -1.96926 0.0 0.0 0.0
H -3.46611 -0.88188 1.20490 0.1 -0.2 -0.1
H -3.36973 -2.41766 0.31710 0.0 0.1 0.1
H -0.99788 -0.64001 1.09194 -0.1 0.0 0.0
H 1.29689 -1.43862 2.64744 0.0 0.0 0.2
H 2.70303 0.60145 2.93782 0.0 0.1 0.1
H 4.34278 2.06354 1.98126 0.0 0.0 -0.2
```
Forces are in eV/Å.

M (g/mol): 389.43
Orbital gap (eV): 9.5
SMILES: O=C1CCc2cc(S(=O)(=O)N3CCN(C(=O)c4ccco4)CC3)ccc2N1
Energy above the lowest of the compared OMol25 structures with the same formula, charge and spin (kJ/mol): 153.8